Record 1
102
Properties=species:S:1:pos:R:3:mulliken_charge:R:1 method="wB97M-V/def2-TZVPD" total_energy_ev=-292941.1157 fmax_ev_per_a=0.7 de_lowest_kj_mol=0.00 homo_ha="-0.276 / -0.276" orbital_gap_ha="0.255 / 0.263"
Pd 0.51932 -0.39987 -0.45243 0.8941
Br -0.67959 0.35881 4.15900 -0.1772
Br -4.81989 -3.26434 3.05374 -0.2276
As 3.02192 -0.22326 -0.17531 0.1542
S -0.68229 -0.59131 -3.35728 1.0019
P -1.39701 2.16873 -0.43420 -0.5271
Si 3.69216 -2.21990 0.90552 0.4313
Si 3.63054 1.50502 1.34097 0.3981
Si 4.33200 -0.00862 -2.12664 0.5509
O -0.98098 2.72274 -1.91214 -0.1446
O -2.35866 3.08257 0.22114 -0.9114
O -0.17027 1.71851 0.30670 0.0138
O -2.07528 0.76601 -0.94482 1.1943
O 0.59033 -0.30276 -2.56829 -0.4910
O 0.43118 -0.71447 1.48672 -0.5981
N -0.72816 -2.45689 -0.22750 0.8304
C 3.51263 3.18706 0.54707 -0.8082
C 6.16209 -0.31119 -1.84397 -1.1145
C -3.60232 -0.88716 -1.61669 -2.0567
C 5.53388 -2.55224 0.78870 -1.1515
C -2.02554 4.87859 -2.29728 -1.8935
C 0.20942 4.71079 -1.15229 -1.3977
C 4.10510 1.72504 -2.79454 -0.7666
C -0.71177 4.11277 -2.20489 1.6962
C -1.40903 -0.90253 2.96965 0.4000
C -1.37386 -2.18255 0.94381 -0.3748
C 5.39325 1.17731 1.90024 -0.9957
C -3.04595 -3.83533 0.42708 -1.1953
C 3.20618 -2.13222 2.70487 -0.7398
C -4.29065 1.50848 -1.72314 -1.9305
C -3.97747 0.36926 0.50688 -1.9986
C 2.77560 -3.60349 0.04405 -0.7358
C -3.18342 -2.46734 2.52640 -0.1335
C -1.16973 -3.40946 -1.00906 0.8211
C -0.74619 -1.21049 1.79683 -0.5806
C -0.03354 -1.29905 -4.86754 -1.5601
C -1.24005 0.95196 -4.04938 -0.2038
C -2.34847 -4.13052 -0.70416 -1.0770
C -0.36655 -3.75821 -2.22802 -1.5472
C 2.41874 1.46797 2.74099 -0.4912
C -2.61663 -1.52357 3.33059 -0.2017
C -2.56580 -2.83978 1.31009 1.0638
C -3.49969 0.46957 -0.93593 1.8758
C -0.01101 4.08962 -3.55909 -1.5336
C 3.71942 -1.25810 -3.37548 -0.6909
H -2.08169 0.72356 -4.70507 0.4831
H 6.08291 1.06258 1.06288 0.2327
H -3.91848 1.57600 -2.74893 0.2661
H 0.50304 -3.10570 -2.29841 -0.1522
H 6.40144 -1.37459 -1.86200 0.3065
H -4.21748 2.48525 -1.25255 0.3409
H -0.42360 1.41890 -4.59945 0.6313
H -4.63727 -1.23220 -1.60494 0.4688
H 3.37942 -3.11235 3.15916 0.4724
H 2.44715 0.55485 3.33304 0.2664
H -2.98368 -1.62448 -1.09768 0.6612
H -2.68440 -4.90693 -1.37910 0.4943
H -1.83578 5.90287 -2.62666 0.4551
H -0.02037 -4.79159 -2.16091 0.5242
H 2.15439 -1.86823 2.81742 -0.0770
H -3.39594 -0.38816 1.03874 0.5405
H 1.69890 -3.44864 0.12423 -0.2726
H 3.96911 3.27549 -0.43650 0.2559
H 0.46649 5.73628 -1.42379 0.5475
H 4.00712 3.90026 1.21364 0.4472
H 2.46078 3.46647 0.47685 -0.0964
H 5.74034 2.02309 2.50061 0.4193
H -3.95913 -4.36119 0.67003 0.3794
H 1.41332 1.56693 2.32370 -0.3903
H -3.09252 -1.23748 4.25774 0.4524
H 1.12568 4.12292 -1.09382 0.0125
H 4.36880 1.73821 -3.85597 0.4547
H -2.52311 4.89195 -1.33008 0.2910
H -3.85875 1.32758 1.00888 0.4063
H 5.82679 -2.88016 -0.20934 0.2698
H -5.33961 1.20685 -1.76415 0.5369
H 5.77191 -3.36192 1.48530 0.3771
H 0.78719 3.34461 -3.54997 0.0740
H 6.53314 0.10423 -0.90777 0.2235
H 3.80893 -1.40504 3.25170 0.2389
H 3.03993 -3.64835 -1.01541 0.1610
H -0.26940 4.71585 -0.17275 0.3820
H -1.54216 1.58795 -3.21925 -0.5845
H 5.45841 0.28201 2.52147 0.1864
H -0.97224 -3.67707 -3.13346 0.4274
H 0.67468 -0.59984 -5.30943 0.4430
H 3.83071 -2.28024 -3.00550 0.2876
H 6.14434 -1.69064 1.06028 0.3242
H 4.30283 -1.16703 -4.29617 0.4889
H 2.60899 2.31998 3.40088 0.5625
H 2.66779 -1.08477 -3.59346 -0.2291
H -3.27490 -0.82522 -2.65707 0.3418
H -0.71455 3.84388 -4.35780 0.3410
H -2.68357 4.39940 -3.02529 0.3444
H -0.86382 -1.49082 -5.54648 0.4329
H 6.71280 0.16593 -2.66032 0.3925
H 0.46553 -2.23209 -4.61483 0.3980
H 3.02850 -4.56587 0.49757 0.5008
H 4.76280 2.43011 -2.28441 0.3542
H 3.07716 2.07930 -2.69450 -0.1744
H 0.42458 5.06522 -3.77899 0.4995
H -5.02976 0.07725 0.53300 0.5076

---

Record 2
54
Properties=species:S:1:pos:R:3:mulliken_spin:R:1 method="wB97M-V/def2-TZVPD" total_energy_ev=-49418.3036 spin_multiplicity=6 fmax_ev_per_a=2.1 de_lowest_kj_mol=96.30 homo_ha="-0.271 / -0.275" s_squared=8.922 orbital_gap_ha="0.286 / 0.289"
Dy -1.94591 -1.54734 0.74307 5.3622
O -0.19428 -0.29449 0.03119 -0.0982
O 2.65800 3.11588 -0.07110 0.0000
C 0.26467 -0.90949 -2.31091 0.0004
C -4.14573 -2.36981 -0.48101 -0.0062
C 3.65829 3.09983 -1.12493 0.0000
C -1.87003 -4.12068 0.19408 -0.0250
C 3.96984 5.15186 0.15339 0.0000
C 1.02969 1.14501 -1.03714 -0.0003
C 4.62471 4.28066 -0.94701 0.0000
C -4.59063 -1.35550 0.41324 -0.0010
C 2.05592 -1.14192 -0.54769 -0.0008
C -3.31799 -1.76542 -1.47917 -0.0135
C -0.02795 1.18238 0.03889 0.0073
C -2.41388 -4.00781 1.51048 0.0101
C -4.05491 -0.10964 -0.03639 -0.0190
C -3.24367 -0.36290 -1.18871 0.0029
C -0.20889 -3.31152 1.58163 -0.0087
C 3.00389 4.17260 0.85290 0.0000
C 0.85026 -0.37177 -1.03445 -0.0043
C -1.37921 -3.53966 2.37423 -0.0312
C -0.51480 -3.68302 0.22671 0.0081
C -2.29780 -0.52476 2.80939 -0.1900
H 0.76172 -2.97380 1.94265 0.0009
H -3.42360 -4.28317 1.82233 0.0027
H 0.35446 1.51339 1.00621 -0.0008
H -2.87468 -2.26315 -2.34322 0.0016
H 2.38318 -0.79882 0.43975 -0.0002
H 1.98953 1.44835 -0.65196 0.0001
H -2.55752 0.53887 2.70486 0.0055
H -4.44631 -3.41546 -0.43932 -0.0004
H -2.37824 -4.50264 -0.69233 -0.0015
H 1.00730 -0.85947 -3.11710 -0.0003
H 4.68816 5.57985 0.85680 0.0000
H 3.51270 3.73250 1.73334 0.0000
H 5.58768 3.89575 -0.58765 0.0000
H 3.17529 3.12511 -2.11927 0.0000
H -3.09774 -0.97690 3.41352 -0.0024
H 2.89394 -1.01341 -1.24690 0.0000
H 4.80094 4.81066 -1.88782 0.0000
H -5.27234 -1.49983 1.25308 0.0020
H 2.07936 4.65550 1.19438 0.0000
H 1.82165 -2.21169 -0.49557 0.0006
H -1.38975 -0.55439 3.43016 0.0006
H -2.73813 0.39182 -1.79262 -0.0007
H 3.41670 5.98782 -0.30433 0.0000
H 0.18974 -3.72265 -0.60373 -0.0006
H -0.61370 -0.32907 -2.61008 0.0000
H -0.96443 1.67059 -0.25050 0.0005
H -4.26706 0.87069 0.39256 0.0002
H -1.46333 -3.39934 3.45134 -0.0017
H 4.19301 2.14059 -1.03966 0.0000
H -0.02779 -1.95779 -2.17812 0.0012
H 0.74967 1.66759 -1.95150 -0.0003

---

Record 3
58
Properties=species:S:1:pos:R:3:nbo_charge:R:1 method="wB97M-V/def2-TZVPD" total_energy_ev=-39268.5374 fmax_ev_per_a=5.4 charge=-1 de_lowest_kj_mol=269.29 homo_ha=-0.173 orbital_gap_ha=0.272
S -1.56182 -0.18487 -3.43817 2.2269
O -0.13221 -0.47736 -3.86711 -1.0113
O 1.58645 6.12246 -0.73981 -0.5439
O 1.60326 0.09211 -0.01806 -0.5381
O -2.52534 -0.53274 -4.55587 -1.0096
O -1.74773 1.36832 -3.01157 -1.0261
C 1.43372 6.47289 -3.07754 -0.4320
C -1.40309 -3.95401 3.26065 -0.4022
C 0.03837 6.25967 -2.52921 -0.4320
C -2.01841 -1.18947 -1.92647 -0.6468
C -2.36755 -4.18937 4.54015 -0.3987
C -0.15436 -2.86649 -1.01190 -0.4062
C 1.78997 1.01778 1.05891 -0.0654
C 2.21655 6.81577 -1.82353 -0.0651
C -1.37293 -4.58386 0.63886 -0.4089
C 3.07686 1.76879 0.77406 -0.4307
C -1.75148 -3.61961 5.89831 -0.6275
C 0.32349 5.60802 -1.19078 -0.0703
C -1.36936 -2.66060 -2.01124 -0.4311
C -0.56349 -3.22642 0.48222 -0.4071
C 3.10720 1.77284 -0.73956 -0.4301
C -2.01243 -4.83312 2.08092 -0.3946
C 2.52230 0.41452 -1.07111 -0.0782
H -1.06767 -2.33079 0.96757 0.2002
H -3.14861 -1.20554 -1.85983 0.2325
H 3.26564 6.51768 -1.88876 0.1778
H 3.29774 -0.35995 -1.08938 0.1519
H -0.62642 -5.42801 0.44702 0.1926
H -0.32790 -4.18081 3.51993 0.2006
H 4.10364 1.92182 -1.15876 0.2078
H -3.36162 -3.71897 4.25425 0.1989
H -0.44697 5.82118 -0.44706 0.1801
H 0.48177 -1.91505 -1.02826 0.2464
H -1.94522 -4.28725 6.79417 0.2088
H -0.59830 5.65030 -3.17159 0.2381
H -0.64529 -3.45529 5.73139 0.2074
H 3.93305 1.20605 1.16129 0.1898
H 2.45309 2.56293 -1.12134 0.2096
H -2.20928 -2.59272 6.07476 0.2078
H 3.09502 2.76573 1.21769 0.2141
H 1.99892 0.40568 -2.02996 0.2288
H 0.47347 -3.72517 -1.42096 0.1892
H 1.81983 0.47667 2.00781 0.1724
H -2.56237 -5.31701 4.58507 0.1881
H -1.90915 -5.92714 2.40063 0.1919
H 0.92972 1.69605 1.07049 0.1696
H -1.57114 -2.85877 2.98038 0.2065
H 2.17158 7.88934 -1.60738 0.1545
H -0.93826 -2.73689 -3.06915 0.2477
H 1.80890 5.53978 -3.50893 0.2100
H -2.15640 -3.48412 -1.95768 0.1914
H -0.45298 7.22671 -2.37772 0.1897
H 0.41867 -3.37095 1.05495 0.1974
H 0.42004 4.52230 -1.29195 0.1838
H -3.12908 -4.62103 2.05399 0.1954
H -1.57190 -0.62587 -1.05355 0.2308
H -2.21267 -4.70580 -0.11951 0.2074
H 1.49216 7.24968 -3.84175 0.2097